CH2F3LiNO4S as an isolated structure. Source: OMol25; level of theory: wB97M-V/def2-TZVPD.

Summary:
Molar mass (g/mol): 188.03
Total charge: -1
Highest occupied orbital energy (Ha): -0.1698
Spin multiplicity: 1
Energy relative to the best compared isomer or geometry (same formula, charge and spin) (kcal per mole): 0.00
Kohn-Sham gap (Eh): 0.2826

Last column: natural (NBO) charge in e.
CARTESIAN COORDINATES (ANGSTROEM)
Li  -1.230  1.068  1.190  0.9316
O  -2.753  2.053  0.805  -1.3827
H  -3.694  1.889  0.747  0.4244
N  -0.219  0.073  -1.308  -0.6762
S  1.051  0.220  -0.386  2.1319
O  2.159  0.798  -1.153  -0.9423
O  0.740  0.781  0.958  -1.0465
C  1.752  -1.458  0.070  0.7051
F  2.093  -2.114  -1.035  -0.3242
F  0.846  -2.176  0.727  -0.3288
F  2.832  -1.332  0.837  -0.3269
O  -1.378  -0.119  -0.480  -0.6718
H  -2.199  0.316  -0.971  0.5064